# 1
{
  "formula": "C41H40N2O5P2SSn",
  "method": "ωB97M-V/def2-TZVPD",
  "mol_weight_g_mol": 853.5,
  "total_energy_ev": -91612.8587,
  "largest_force_ev_per_a": 0.41,
  "gap_ev": 7.069,
  "de_lowest_ev": 5.507,
  "total_charge": 2,
  "e_lumo_ha": -0.2193,
  "e_homo_ev": -13.0,
  "symbols": ["Sn", "C", "C", "C", "C", "C", "C", "C", "C", "P", "C", "C", "C", "C", "C", "C", "C", "C", "C", "C", "C", "C", "C", "O", "C", "C", "C", "C", "C", "C", "P", "C", "C", "C", "C", "C", "C", "C", "C", "C", "C", "C", "C", "H", "H", "H", "H", "H", "H", "H", "H", "H", "H", "H", "H", "H", "H", "H", "H", "H", "H", "H", "H", "H", "H", "H", "H", "H", "H", "H", "H", "H", "H", "H", "H", "N", "C", "C", "N", "H", "H", "H", "H", "H", "H", "H", "H", "O", "S", "O", "O", "O"],
  "positions_angstrom": [[-0.74461, 4.06431, -0.35048], [3.27998, -4.89854, 0.25181], [2.00335, -4.07469, 0.04984], [0.86703, -5.00742, -0.41889], [1.56115, -3.41313, 1.33957], [1.68229, -4.05975, 2.56431], [1.22612, -3.50293, 3.74900], [0.62564, -2.26482, 3.71487], [0.46605, -1.59078, 2.49968], [-0.18746, 0.05790, 2.65128], [1.03547, 1.08504, 3.44274], [2.24121, 1.27784, 2.76382], [3.25496, 1.99838, 3.36373], [3.07058, 2.52994, 4.63551], [1.87670, 2.33312, 5.31224], [0.85365, 1.60828, 4.72059], [-1.73640, 0.01701, 3.53160], [-2.41657, -1.18311, 3.75009], [-3.66305, -1.16681, 4.35745], [-4.23494, 0.03913, 4.73641], [-3.57021, 1.23813, 4.50246], [-2.32802, 1.23280, 3.89634], [0.94333, -2.16439, 1.31970], [0.75318, -1.45246, 0.16206], [1.46058, -1.82319, -0.98313], [1.39273, -0.96964, -2.08020], [2.22392, -1.25194, -3.16857], [3.04112, -2.36118, -3.18610], [2.99617, -3.24780, -2.12598], [2.19442, -3.00915, -1.01635], [0.38402, 0.51901, -2.41394], [-0.37672, 0.03782, -4.00075], [-0.91080, -1.23159, -4.22161], [-1.51673, -1.52767, -5.42940], [-1.59173, -0.56338, -6.42811], [-1.05788, 0.69765, -6.22031], [-0.44961, 0.99586, -5.00830], [-1.12668, 0.48583, -1.33571], [-2.13004, -0.75385, 0.19118], [-3.13955, 0.32771, 0.60382], [-4.05867, 0.76292, -0.48116], [-3.57384, 1.32099, -1.58122], [-2.11250, 1.57406, -1.89112], [3.14814, -5.65119, 1.02484], [4.12769, -4.26822, 0.51965], [3.52825, -5.44941, -0.65229], [0.69338, -5.79364, 0.31658], [1.13074, -5.47294, -1.36847], [-0.06296, -4.45320, -0.55731], [2.14449, -5.03444, 2.60102], [1.34278, -4.03020, 4.68414], [0.28653, -1.80692, 4.63622], [2.39073, 0.85139, 1.77886], [4.19502, 2.13915, 2.84894], [3.86743, 3.09031, 5.10413], [1.74236, 2.73309, 6.30748], [-0.06619, 1.44019, 5.26438], [-1.97808, -2.12616, 3.45145], [-4.18380, -2.09688, 4.53824], [-5.20429, 0.04739, 5.21574], [-4.02461, 2.17566, 4.79036], [-1.82193, 2.17015, 3.70088], [2.20762, -0.59861, -4.03218], [3.67998, -2.55460, -4.03554], [3.58815, -4.14836, -2.17382], [-0.84689, -1.98879, -3.45043], [-1.92909, -2.51268, -5.59819], [-2.06125, -0.80167, -7.37263], [-1.10537, 1.44461, -7.00049], [-0.02327, 1.97990, -4.84915], [-2.28839, -1.75876, 0.57079], [-3.64487, 0.03037, 1.52199], [-5.11927, 0.60345, -0.34746], [-4.25658, 1.64604, -2.35579], [-2.03086, 1.44644, -2.97744], [1.26122, 3.70617, -1.44008], [1.77223, 4.95310, -2.04064], [0.68677, 5.46409, -2.97408], [-0.55852, 5.67573, -2.21126], [1.88567, 3.26921, -0.76592], [1.10926, 2.99534, -2.16004], [2.68611, 4.77254, -2.61014], [2.00535, 5.67313, -1.25465], [0.49810, 4.69758, -3.72827], [1.01014, 6.36299, -3.50115], [-1.37239, 5.68239, -2.81800], [-0.53387, 6.58837, -1.76144], [-2.22966, 1.42871, 0.95174], [-0.81988, 0.76349, 0.57264], [-1.70321, -0.76574, -1.10745], [-1.75643, 2.88533, -1.59413], [0.12589, 1.91057, 0.56963]]
}

---

# 2
{
  "formula": "C41H40O8P2RuS2",
  "method": "ωB97M-V/def2-TZVPD",
  "mol_weight_g_mol": 887.9,
  "total_energy_ev": -102363.0430,
  "largest_force_ev_per_a": 8.04,
  "gap_ev": [8.360, 5.151],
  "de_lowest_ev": 5.216,
  "total_charge": 1,
  "e_lumo_ha": [-0.0997, -0.2176],
  "multiplicity": 6,
  "e_homo_ev": [-11.1, -11.1],
  "symbols": ["Ru", "C", "C", "C", "C", "C", "C", "C", "C", "C", "C", "H", "H", "H", "H", "H", "H", "H", "H", "H", "H", "H", "H", "H", "H", "O", "P", "C", "P", "O", "C", "C", "C", "C", "C", "C", "C", "C", "C", "C", "C", "C", "C", "C", "C", "C", "C", "C", "C", "C", "C", "C", "C", "C", "H", "H", "H", "H", "H", "H", "H", "H", "H", "H", "H", "H", "H", "H", "H", "H", "H", "H", "H", "H", "H", "H", "O", "S", "O", "O", "C", "C", "C", "C", "C", "C", "S", "O", "O", "O", "H", "H", "H", "H"],
  "positions_angstrom": [[-1.97389, 0.62808, 1.15393], [-5.79770, 1.71354, 4.06421], [-5.30346, 2.81134, 3.10954], [-6.33303, 2.97852, 1.97249], [-3.90249, 2.54908, 2.60115], [-3.62967, 2.67445, 1.22748], [-2.32049, 2.54085, 0.70361], [-1.18709, 2.30857, 1.60683], [0.21281, 2.79287, 1.38801], [-1.58817, 1.88321, 2.95673], [-2.85562, 2.22326, 3.46527], [-6.75768, 1.90654, 4.56993], [-5.05678, 1.52892, 4.87472], [-5.90312, 0.78633, 3.51029], [-5.25457, 3.79381, 3.66246], [-6.38099, 1.99988, 1.43726], [-6.07536, 3.77364, 1.22748], [-7.35545, 3.10590, 2.32678], [-4.47680, 2.88803, 0.60227], [-2.14622, 2.67169, -0.39331], [0.38430, 3.50084, 2.23061], [0.27924, 3.29995, 0.42491], [0.93186, 1.99433, 1.39346], [-0.79190, 1.65281, 3.67801], [-3.02576, 2.12542, 4.52819], [-0.46805, 0.80419, -1.20163], [0.38025, 0.33317, -2.30759], [2.13137, 0.84336, -2.04923], [2.96902, 0.36964, -0.41544], [2.05694, 0.11540, 0.74364], [4.06112, 1.75831, -0.02906], [4.27129, 1.99680, 1.36639], [5.05873, 3.05005, 1.76935], [5.78966, 3.76266, 0.83934], [5.70612, 3.46788, -0.49137], [4.81783, 2.49817, -0.94183], [4.05705, -1.00249, -0.77819], [5.19837, -0.96397, -1.64799], [6.02531, -2.07245, -1.75835], [5.75419, -3.20326, -0.96358], [4.67515, -3.26273, -0.07545], [3.82923, -2.15933, -0.00531], [0.41783, -1.41640, -2.59406], [1.42649, -1.97468, -3.41546], [1.42800, -3.29933, -3.81041], [0.31715, -4.10750, -3.56745], [-0.73420, -3.59207, -2.78143], [-0.61034, -2.29012, -2.23387], [-0.11271, 1.10622, -3.87006], [-0.13035, 0.53015, -5.17622], [-0.20268, 1.35190, -6.31437], [-0.36038, 2.73903, -6.21364], [-0.26881, 3.32303, -4.96461], [-0.18332, 2.51522, -3.84345], [2.16741, 1.93773, -2.09763], [2.82719, 0.47827, -2.84459], [3.78999, 1.35161, 2.10447], [5.15298, 3.35084, 2.82510], [6.47509, 4.52318, 1.23093], [6.21248, 4.08679, -1.21003], [4.73929, 2.34353, -2.02974], [5.41255, -0.06889, -2.26103], [6.78688, -2.10669, -2.52605], [6.46052, -4.01669, -0.99656], [4.54162, -4.09442, 0.57446], [2.98702, -2.11854, 0.64391], [2.13640, -1.27128, -3.82586], [2.19697, -3.70317, -4.39307], [0.21297, -5.08414, -4.01000], [-1.55713, -4.24008, -2.53937], [-1.36517, -2.01285, -1.51073], [-0.09983, -0.55519, -5.30335], [-0.19625, 0.88038, -7.27882], [-0.55141, 3.42369, -7.03078], [-0.18980, 4.42851, -4.81821], [-0.17670, 3.01855, -2.88991], [-3.67273, -0.90472, 3.23469], [-4.12065, -1.97896, 2.36362], [-3.39766, -1.80424, 0.80256], [-3.48632, -0.36604, 0.56989], [-2.98534, -3.40297, 2.73235], [-3.63515, -4.40718, 3.39531], [-3.05946, -5.63933, 3.70166], [-1.70497, -5.80289, 3.33810], [-0.98473, -4.74757, 2.75784], [-1.56081, -3.46673, 2.62372], [-0.40576, -2.05604, 2.42256], [0.80238, -2.65561, 1.84567], [-0.27584, -1.47866, 3.76500], [-0.93266, -1.05959, 1.43110], [-4.69293, -4.16401, 3.59965], [-3.69756, -6.42325, 4.13777], [-1.15950, -6.73571, 3.52046], [0.01442, -4.81030, 2.35395]]
}